# 1
ORCA calculation (the ωB97M-V functional and the def2-TZVPD basis) on a molecular structure, C12H44F4HgN2O18S4 in a non-equilibrium geometry.

Calculated values
Molar mass: 909.3 g/mol
Energy: -111370.535 eV
Energy above the lowest of the compared OMol25 structures with the same formula, charge and spin: 0.000 eV

Element x y z (Å)
1 Hg -9.5072 -1.5288 0.7549
2 N -10.7738 0.0650 1.4578
3 S -11.1119 1.5630 1.1179
4 O -10.6867 2.4973 2.1067
5 O -12.3068 1.8076 0.3648
6 F -10.0066 1.6985 -0.0248
7 S -12.0327 -0.1450 2.5772
8 O -13.3621 -0.1093 2.0690
9 O -11.7420 0.3729 3.8794
10 F -11.8452 -1.7400 2.7465
11 N -7.4414 -0.9823 1.4674
12 S -7.1941 0.3861 2.5120
13 O -7.5266 1.6490 1.9465
14 O -6.1268 0.2018 3.4451
15 F -8.4860 0.1658 3.4185
16 S -6.1791 -0.6673 0.5844
17 O -4.9044 -0.8216 1.2108
18 O -6.4024 0.2784 -0.4675
19 F -6.1557 -2.0807 -0.2063
20 C -2.7497 -2.7193 3.4938
21 O -1.8174 -1.7170 3.8361
22 H -3.1750 -2.5385 2.5067
23 H -2.2625 -3.7006 3.4368
24 H -3.5605 -2.8463 4.2190
25 H -1.3770 -1.9909 4.6442
26 C -6.2690 4.8649 1.5442
27 O -6.9426 3.9246 0.7234
28 H -7.0060 5.4572 2.0980
29 H -5.6828 4.4015 2.3433
30 H -5.6422 5.5093 0.9354
31 H -7.3091 3.2189 1.2814
32 C -2.9317 3.4705 1.5310
33 O -3.8339 2.3975 1.4127
34 H -3.2379 4.2100 0.7920
35 H -2.9504 3.9686 2.5061
36 H -1.8707 3.2393 1.3806
37 H -3.5834 1.6797 2.0319
38 C -5.6540 -3.0383 -3.1186
39 O -6.9021 -3.5925 -2.7316
40 H -5.5717 -2.0194 -2.7425
41 H -4.8237 -3.6535 -2.7692
42 H -5.4733 -3.1127 -4.1955
43 H -7.6129 -3.1922 -3.2399
44 O -3.3590 0.5392 3.3722
45 H -2.7730 -0.1912 3.1078
46 H -4.2307 0.1211 3.4843
47 O -4.2132 3.0725 -1.4849
48 H -4.5321 2.9470 -0.5790
49 H -3.4883 3.6976 -1.4019
50 C -2.0584 -2.1495 -1.1785
51 C -1.9623 -0.8915 -0.3286
52 O -3.0124 -0.0156 -0.7226
53 H -1.7365 -1.8548 -2.1790
54 H -3.0738 -2.5400 -1.2203
55 H -1.3554 -2.8996 -0.8144
56 H -1.0323 -0.3604 -0.5547
57 H -1.9888 -1.1593 0.7340
58 H -2.9006 0.7968 -0.2134
59 C -10.0140 -4.7549 -1.6446
60 C -9.3468 -4.6237 -0.2901
61 O -8.5291 -3.4573 -0.2325
62 H -9.2771 -4.8942 -2.4377
63 H -10.5366 -3.8430 -1.9469
64 H -10.7226 -5.5820 -1.6616
65 H -8.7377 -5.4892 -0.0144
66 H -10.0966 -4.4947 0.4958
67 H -7.8296 -3.5226 -0.9142
68 C -6.1544 -5.3056 3.7230
69 C -6.3885 -4.2777 2.6523
70 O -7.0598 -3.1441 3.2005
71 H -5.6764 -4.8085 4.5667
72 H -5.6117 -6.1885 3.3884
73 H -7.1127 -5.7097 4.0608
74 H -6.9406 -4.7029 1.8075
75 H -5.4375 -3.9018 2.2586
76 H -7.1180 -2.4451 2.5306
77 C -7.8676 3.1826 5.1233
78 C -6.8311 2.8031 6.1464
79 O -5.8173 3.8191 6.2016
80 H -8.7951 2.6196 5.2506
81 H -7.5084 3.0554 4.1049
82 H -8.0927 4.2383 5.2922
83 H -6.3148 1.8956 5.8285
84 H -7.2006 2.6772 7.1669
85 H -6.1846 4.5816 6.6571

Here are the Mulliken charges for atoms 1 to 4, given in e:
1 Hg 1.061
2 N -0.113
3 S 0.960
4 O -0.484

=====

# 2
ORCA calculation (the ωB97M-V functional and the def2-TZVPD basis) on a gas-phase ion, CH6O6P (charge +1) in a non-equilibrium geometry.

Calculated values
Molar mass: 145.0 g/mol
Energy: -22703.671 eV
Energy above the lowest of the compared OMol25 structures with the same formula, charge and spin: 1.147 eV
Charge: +1

Element x y z (Å)
1 C 1.6395 0.1294 0.2883
2 O 2.3601 -1.0479 0.5161
3 O 1.6917 0.6404 -0.9203
4 O -2.2733 -0.6668 0.7921
5 O -1.2709 -0.3289 -1.5142
6 O -1.3018 1.5236 0.1108
7 O 0.1375 -0.4762 0.5989
8 P -1.1474 -0.0082 0.0336
9 H 1.7295 0.8844 1.0383
10 H 2.4509 -1.1932 1.5041
11 H 1.9642 0.0779 -1.6223
12 H -2.0742 -1.3959 1.3179
13 H -1.7380 -0.1569 -2.3544
14 H -2.1678 2.0184 0.2109

Here are the Mulliken charges for atoms 1 to 4, given in e:
1 C 0.266
2 O -0.492
3 O -0.379
4 O -0.431

=====

# 3
ORCA calculation (the ωB97M-V functional and the def2-TZVPD basis) on a molecular structure, C6H10O in a non-equilibrium geometry.

Calculated values
Molar mass: 98.1 g/mol
Energy: -8428.927 eV
Energy above the lowest of the compared OMol25 structures with the same formula, charge and spin: 2.314 eV

Element x y z (Å)
1 C -0.5634 1.4615 1.2530
2 C -0.0862 0.2768 0.3969
3 C 0.3983 0.3899 -1.1024
4 C -0.8687 -0.3130 -1.3833
5 C 0.3526 -1.1036 -1.6587
6 C 0.7980 -0.6507 1.2263
7 O -1.3230 -0.3703 -0.0575
8 H -1.2126 1.0125 2.0218
9 H -1.1814 2.1881 0.7155
10 H 0.2408 1.9845 1.7836
11 H 1.5189 -1.1428 0.5723
12 H 0.8643 1.2846 -1.5226
13 H -1.5244 -0.1019 -2.2187
14 H 0.7880 -1.8727 -1.0319
15 H 0.3288 -1.4782 -2.6868
16 H 0.1819 -1.4144 1.7070
17 H 1.3572 -0.0945 1.9839

Here are the Mulliken charges for atoms 1 to 4, given in e:
1 C -1.541
2 C 1.751
3 C -0.709
4 C 0.021